[1]
Entry from the OMol25 dataset: a structure of composition C5H8O2 (wB97M-V/def2-TZVPD).

XYZ file:
```
15
Properties=species:S:1:pos:R:3:forces:R:3:nbo_charge:R:1
C -0.72215 -0.27628 1.90513 0.058 0.032 -0.036 -0.700
C 0.32044 -0.31499 0.84913 -0.358 0.497 0.173 0.432
C -0.82819 0.21599 -1.28388 -0.030 0.056 -0.109 -0.627
C 0.49913 0.27448 -0.53328 -0.488 -0.143 -0.020 0.113
O 1.07982 1.55446 -0.55634 0.083 0.003 -0.232 -0.686
C 1.38033 -0.97024 -0.75454 0.262 0.308 0.369 -0.175
O 1.09838 -1.31722 0.63682 0.295 -0.645 -0.145 -0.355
H -0.83933 -1.25792 2.37145 0.032 0.100 -0.058 0.240
H -1.68117 0.04044 1.47746 0.130 -0.068 0.049 0.235
H -0.45743 0.45377 2.67999 -0.046 -0.098 -0.113 0.244
H -0.67142 0.51276 -2.32683 -0.010 -0.026 0.113 0.217
H -1.56895 0.88854 -0.83325 0.144 -0.105 -0.075 0.207
H 1.13339 1.82393 -1.48286 0.056 0.017 0.141 0.470
H -1.20212 -0.81179 -1.30080 -0.008 0.130 0.057 0.232
H 2.45926 -0.81593 -0.84821 -0.120 -0.058 -0.115 0.153
```
Forces are in eV/Å.

2S+1: 1
HOMO level (alpha / beta): -6.99 / -7.68 eV
LUMO energy (alpha / beta): 0.08 / 0.56 eV

---

[2]
Entry from the OMol25 dataset: a structure of composition C5H8O2 (wB97M-V/def2-TZVPD).

XYZ file:
```
15
Properties=species:S:1:pos:R:3:forces:R:3:nbo_charge:R:1
C -1.48413 1.18794 -0.30389 -0.035 -0.014 0.066 -0.629
C -0.27729 0.31630 -0.31852 0.145 0.130 -0.193 -0.134
C 0.21494 -0.48526 1.34805 -0.111 -0.010 0.313 0.129
O 1.46676 -0.90551 1.35904 -0.014 -0.172 0.222 -0.782
C 1.07440 0.37751 -0.14553 -0.200 0.288 -0.335 0.104
C 0.56233 -0.58766 -1.15623 0.029 0.210 -0.174 0.083
O 0.66372 -1.95409 -0.96094 0.066 -0.078 0.136 -0.719
H -1.37202 1.99082 0.43309 -0.022 -0.144 -0.088 0.224
H -1.60356 1.65504 -1.28872 -0.011 -0.090 0.144 0.235
H -2.40289 0.63465 -0.08409 0.152 0.013 -0.012 0.227
H -0.58276 -1.25026 1.29991 0.073 0.171 -0.021 0.168
H -0.07336 0.34885 2.01087 0.110 -0.068 -0.138 0.151
H 1.90897 1.01305 0.11780 -0.100 -0.158 0.046 0.253
H 0.74456 -0.30282 -2.19472 0.023 -0.002 0.146 0.188
H 1.16032 -2.03856 -0.11612 -0.102 -0.077 -0.113 0.502
```
Forces are in eV/Å.

2S+1: 1
HOMO level: -8.44 eV
LUMO energy: 0.41 eV

---

[3]
Entry from the OMol25 dataset: the molecule C5H8O2 (wB97M-V/def2-TZVPD).

XYZ file:
```
15
Properties=species:S:1:pos:R:3:forces:R:3:nbo_charge:R:1
C -1.21003 0.65606 0.47187 -0.139 -0.101 0.170 -0.074
O -0.76737 1.31424 -0.76832 0.292 -0.217 -0.251 -0.416
C -0.04543 0.46977 -1.43406 0.220 0.124 0.197 0.497
C -0.01823 -0.89961 -0.90373 0.072 -0.036 0.050 -0.570
C -0.25957 -0.53032 0.56421 -0.058 -0.034 0.103 -0.293
C 1.17472 0.00720 0.98883 -0.271 0.114 0.252 -0.053
O 1.90940 0.22695 -0.14292 -0.285 0.695 -0.229 -0.782
H -2.26896 0.41592 0.33022 0.108 -0.025 0.032 0.187
H -1.09805 1.39700 1.26696 0.009 -0.181 -0.100 0.207
H 0.19460 0.80305 -2.44089 0.454 -0.035 0.277 0.213
H 1.06552 -1.09936 -0.97624 -0.324 -0.725 -0.217 0.333
H -0.64307 -1.64339 -1.40552 -0.252 0.297 0.092 0.243
H -0.66984 -1.33835 1.17166 0.110 0.094 0.015 0.228
H 1.03617 0.94431 1.56289 -0.118 -0.129 0.072 0.129
H 1.60013 -0.72347 1.71504 0.180 0.161 -0.465 0.151
```
Forces are in eV/Å.

2S+1: 1
HOMO level (alpha / beta): -8.02 / -8.02 eV
LUMO energy (alpha / beta): 0.09 / 0.09 eV

---

[4]
Entry from the OMol25 dataset: a cluster of 2 separate species, C5H8O2 in total in a non-equilibrium geometry (wB97M-V/def2-TZVPD).

XYZ file:
```
15
Properties=species:S:1:pos:R:3:forces:R:3:nbo_charge:R:1
C 0.64070 0.73990 1.91725 1.537 -1.475 -1.765 -0.728
C 1.35146 -0.05228 0.83468 0.103 0.522 -1.248 0.816
O 1.89823 0.44300 -0.13005 0.151 -0.165 0.612 -0.636
O 1.24189 -1.38667 0.93948 -0.458 0.474 1.705 -0.685
H -0.22131 0.07086 2.01457 -0.416 1.232 0.718 0.251
H 1.35475 0.66752 2.73408 -0.448 0.332 0.564 0.239
H 0.62150 1.73329 1.43777 -0.819 -0.359 0.914 0.254
H 1.70619 -1.75252 0.20716 0.673 -0.589 -1.167 0.494
C -1.56149 -0.92618 -0.10167 -2.027 -2.681 4.715 -0.285
C -1.17144 -0.26530 -0.97428 1.135 1.819 -2.954 0.015
C -0.46275 0.22064 -2.12299 2.379 -1.281 0.615 -0.710
H -1.85898 -1.45488 0.80627 0.122 0.448 -1.006 0.239
H 0.54876 0.59533 -1.75573 -1.294 -0.381 -0.920 0.274
H -0.34504 -0.67309 -2.75856 0.450 0.319 0.106 0.234
H -0.95311 0.89535 -2.73128 -1.088 1.784 -0.888 0.230
```
Forces are in eV/Å.

SMILES: CC(=O)O.C#CC
2S+1: 1
HOMO level: -10.08 eV
LUMO energy: 0.80 eV

---

[5]
Entry from the OMol25 dataset: the molecule C5H8O2 (wB97M-V/def2-TZVPD).

XYZ file:
```
15
Properties=species:S:1:pos:R:3:forces:R:3:nbo_charge:R:1
C 1.69602 -0.59879 0.27413 0.033 -0.018 -0.047 -0.617
C 0.43279 0.19317 0.54213 0.125 -0.034 0.007 -0.252
C -0.98581 -0.48209 0.42683 -0.075 0.149 0.288 0.088
O -1.06969 -1.64499 -0.34166 0.005 -0.008 -0.179 -0.704
C -1.44162 0.77636 -0.33541 -0.314 0.002 0.042 0.012
O -0.70390 0.67873 -1.55539 0.120 -0.025 -0.129 -0.507
C -0.06791 1.27334 -0.41457 0.223 0.269 0.139 0.050
H 2.56987 0.06300 0.28427 -0.120 -0.095 -0.035 0.211
H 1.66429 -1.11225 -0.69042 -0.034 0.073 0.092 0.216
H 1.84468 -1.35504 1.05269 -0.045 0.080 -0.141 0.218
H 0.48549 0.66082 1.53402 -0.008 -0.068 -0.107 0.208
H -1.46571 -0.68165 1.38701 0.059 0.105 -0.111 0.187
H -0.87737 -1.35128 -1.24839 0.009 -0.209 0.143 0.481
H -2.39091 1.30228 -0.34320 0.127 -0.129 -0.088 0.206
H 0.30978 2.27839 -0.57205 -0.105 -0.091 0.126 0.203
```
Forces are in eV/Å.

SMILES: C[C@@H]1[C@H](O)[C@@H]2O[C@H]12
2S+1: 1
HOMO level: -9.79 eV
LUMO energy: 1.02 eV

---

[6]
Entry from the OMol25 dataset: the molecule C5H8O2 in a non-equilibrium geometry (wB97M-V/def2-TZVPD).

XYZ file:
```
15
Properties=species:S:1:pos:R:3:forces:R:3:nbo_charge:R:1
O -0.75192 1.58296 -0.89468 0.560 0.406 -0.024 -0.731
C -0.90067 0.68681 0.16105 -0.197 -0.630 0.123 0.086
C -1.15145 -0.74132 -0.41368 -0.043 0.146 0.364 -0.504
C 0.22538 -1.23890 -0.62916 -0.604 -0.754 -0.828 0.033
C 1.16621 -0.64569 0.24258 1.466 0.949 -0.319 -0.513
C 0.49799 0.58720 0.89462 -1.267 -0.565 0.642 0.047
O 1.34722 1.55576 0.52214 0.290 0.312 0.209 -0.487
H 0.13725 1.97938 -0.69886 -0.567 -0.002 -0.421 0.492
H -1.72131 0.97913 0.83345 0.230 0.112 -0.078 0.165
H -1.64356 -1.37006 0.35086 -0.008 0.144 -0.102 0.229
H -1.78236 -0.74604 -1.30892 0.137 0.105 0.198 0.238
H 0.51127 -1.81599 -1.50778 0.001 0.164 0.205 0.201
H 1.81693 -1.23335 0.90226 -0.241 0.269 -0.073 0.274
H 1.88852 -0.04408 -0.43398 0.063 -0.791 0.214 0.293
H 0.36047 0.46418 1.98010 0.181 0.136 -0.110 0.175
```
Forces are in eV/Å.

2S+1: 1
HOMO level (alpha / beta): -7.98 / -10.00 eV
LUMO energy (alpha / beta): -1.80 / -0.21 eV

---

[7]
Entry from the OMol25 dataset: a cluster of 2 separate species, C5H8O2 in total (wB97M-V/def2-TZVPD).

XYZ file:
```
15
Properties=species:S:1:pos:R:3:forces:R:3:nbo_charge:R:1
C 1.45769 -0.46758 0.94712 -0.073 -0.011 0.124 -0.368
C 0.26775 0.04503 0.70227 0.128 -0.063 0.055 -0.027
C -0.47531 1.33445 0.94863 0.195 0.231 0.168 -0.101
O -1.70722 0.73414 0.47448 -0.049 0.067 -0.142 -0.544
C -0.99994 -0.46402 0.04538 0.005 -0.250 -0.082 -0.109
C -0.75157 -0.53672 -1.45414 -0.261 0.223 0.063 0.293
O -1.17624 0.55406 -2.01220 -0.126 -0.107 0.122 -0.627
H 2.25510 0.10879 1.40715 -0.181 -0.027 0.034 0.210
H 1.67181 -1.50227 0.69653 -0.004 0.252 -0.022 0.221
H 1.98374 -1.81379 -1.49209 0.092 -0.083 -0.155 -0.053
H -0.18656 2.18610 0.31916 0.050 -0.111 0.116 0.187
H -0.55073 1.65368 1.99129 -0.039 -0.033 -0.096 0.200
H -1.44939 -1.39064 0.41915 0.035 0.187 -0.045 0.222
H 1.29617 -1.57043 -1.65308 0.180 -0.151 -0.102 0.022
H -1.63531 1.12921 -1.33964 0.049 -0.123 -0.038 0.475
```
Forces are in eV/Å.

2S+1: 1
HOMO level: -8.73 eV
LUMO energy: 0.67 eV

---

[8]
Entry from the OMol25 dataset: a cluster of 2 separate species, C5H8O2 in total in a non-equilibrium geometry (wB97M-V/def2-TZVPD).

XYZ file:
```
15
Properties=species:S:1:pos:R:3:forces:R:3:nbo_charge:R:1
O -2.46304 1.19282 0.35000 -0.324 0.267 0.191 -0.723
C -1.09465 1.01348 0.67293 0.434 -0.075 0.001 -0.053
C -0.61406 -0.07638 -0.28182 -0.101 -0.010 -0.184 -0.484
C 0.78496 -0.01394 -0.82145 0.085 -0.112 -0.211 -0.170
C 1.40074 -1.06577 -1.35585 -0.053 0.182 0.024 -0.408
C 1.48842 -1.56378 1.52015 1.251 0.623 0.825 0.504
O 2.39055 -0.97426 1.88728 -1.157 -0.771 -0.428 -0.514
H -2.84446 1.86609 0.92336 0.044 -0.076 -0.011 0.469
H -0.97954 0.73836 1.73351 0.040 -0.074 -0.242 0.162
H -0.52424 1.94231 0.51964 -0.088 -0.099 -0.082 0.155
H -0.86089 -1.06988 0.11048 0.107 0.150 -0.122 0.224
H -1.21382 0.06989 -1.18418 -0.320 -0.068 0.100 0.242
H 1.22525 0.98108 -0.89711 0.060 -0.160 0.025 0.199
H 2.34975 -0.98069 -1.87498 -0.060 0.033 0.134 0.203
H 0.95503 -2.05934 -1.30198 0.083 0.192 -0.021 0.195
```
Forces are in eV/Å.

2S+1: 1
HOMO level: -9.57 eV
LUMO energy: 0.95 eV

---

[9]
Entry from the OMol25 dataset: the molecule C5H8O2 in a non-equilibrium geometry (wB97M-V/def2-TZVPD).

XYZ file:
```
15
Properties=species:S:1:pos:R:3:forces:R:3:nbo_charge:R:1
C 1.65965 0.14627 0.18980 -0.394 -0.790 -0.839 -0.398
C 1.17323 0.79009 1.25139 -1.491 0.712 0.912 0.182
C 0.60279 -0.18229 -0.83871 0.806 1.858 -2.332 -0.498
C -0.74993 0.14887 -0.25876 2.718 1.046 1.687 0.643
C -1.45478 -0.96892 0.29906 4.605 -2.577 2.310 -0.653
O -0.15315 1.08662 1.40793 1.744 -1.902 -2.564 -0.648
O -1.45277 1.05580 -0.82873 -1.655 2.049 -1.846 -0.639
H 2.67686 -0.17845 -0.01495 -0.154 0.356 0.429 0.220
H 1.81572 1.12190 2.06010 0.024 0.036 0.115 0.177
H 0.73960 0.48481 -1.81380 -0.227 -0.726 1.771 0.178
H 0.68597 -1.16285 -1.33387 -0.337 -0.116 0.864 0.237
H -0.58181 -1.64495 0.87297 -2.367 1.654 -1.574 0.229
H -1.78825 -1.50864 -0.50972 -0.968 -1.629 -1.862 0.224
H -2.18250 -0.83741 0.99387 -2.207 0.977 1.804 0.242
H -0.99062 1.64913 -1.47658 -0.098 -0.948 1.126 0.503
```
Forces are in eV/Å.

2S+1: 1
HOMO level: -7.89 eV
LUMO energy: 0.55 eV

---

[10]
Entry from the OMol25 dataset: a cluster of 2 separate species, C5H8O2 in total in a non-equilibrium geometry (wB97M-V/def2-TZVPD).

XYZ file:
```
15
Properties=species:S:1:pos:R:3:forces:R:3:nbo_charge:R:1
C -1.92124 -1.01331 -0.47416 -0.249 -0.006 0.600 1.031
C -0.37456 0.56361 0.23159 0.235 0.223 -0.129 0.216
C -0.50161 1.88161 -0.39775 0.188 0.209 0.370 -0.795
C 1.09818 -1.43599 0.57340 0.132 0.124 0.083 -0.602
C 1.00398 0.06912 0.34651 -0.070 -0.391 -0.192 -0.600
O -2.44450 -1.37187 0.48530 -0.734 -0.590 1.010 -0.522
O -1.55393 -0.82788 -1.55661 0.633 0.248 -1.529 -0.564
H -0.75017 1.64924 -1.43822 -0.046 -0.067 -0.109 0.289
H 0.40426 2.49622 -0.40016 0.081 0.068 -0.079 0.193
H -1.34875 2.43595 0.00238 -0.071 0.076 -0.068 0.239
H 0.44351 -1.73228 1.38759 -0.077 -0.053 0.077 0.220
H 2.11403 -1.73547 0.82014 0.094 -0.075 -0.036 0.210
H 0.78857 -1.96449 -0.32507 0.012 -0.100 -0.058 0.210
H 1.65150 0.38251 -0.48570 -0.007 0.187 0.033 0.209
H 1.39074 0.60306 1.23077 -0.120 0.146 0.028 0.264
```
Forces are in eV/Å.

2S+1: 1
HOMO level: -8.54 eV
LUMO energy: -0.10 eV

---

[11]
Entry from the OMol25 dataset: the molecule C5H8O2 in a non-equilibrium geometry (wB97M-V/def2-TZVPD).

XYZ file:
```
15
Properties=species:S:1:pos:R:3:forces:R:3:nbo_charge:R:1
C -0.30252 -0.70191 -2.37638 0.117 0.142 -0.045 -0.632
C 0.35033 -0.42103 -1.25401 -0.186 -1.009 0.375 0.606
O 0.68659 -1.34633 -0.29117 -0.067 0.316 -0.518 -0.698
O 0.75006 0.81399 -0.91869 0.289 -0.308 1.271 -0.501
C 1.15333 0.97823 0.43907 -0.004 0.960 -0.495 0.107
C 0.36806 0.88842 1.49851 -0.077 -0.226 -0.216 -0.217
C -1.03208 0.36824 1.53578 -0.143 0.400 -0.181 -0.650
H -0.57616 -1.71015 -2.62431 0.002 -0.214 0.019 0.203
H -0.52026 0.07415 -3.08324 -0.072 0.213 -0.082 0.223
H 0.34144 -2.20799 -0.54426 -0.028 0.033 -0.158 0.492
H 2.17011 1.34593 0.48989 -0.061 -0.024 0.000 0.191
H 0.78873 1.18638 2.45030 0.240 -0.074 -0.024 0.211
H -1.07554 -0.57313 2.08566 0.009 -0.032 -0.044 0.223
H -1.66959 1.08717 2.06331 -0.004 -0.156 -0.094 0.220
H -1.43249 0.21802 0.52955 -0.013 -0.022 0.192 0.222
```
Forces are in eV/Å.

SMILES: C=C(O)O/C=C\C
2S+1: 1
HOMO level: -8.53 eV
LUMO energy: 0.80 eV

---

[12]
Entry from the OMol25 dataset: the molecule C5H8O2 (wB97M-V/def2-TZVPD).

XYZ file:
```
15
Properties=species:S:1:pos:R:3:forces:R:3:nbo_charge:R:1
O 2.05635 0.21068 -0.67090 0.273 -0.180 0.034 -0.718
C 1.14822 0.35454 0.40142 -0.128 0.113 0.247 0.100
C -0.01054 1.30680 0.01594 -0.060 0.117 -0.041 -0.428
C -0.96514 0.12131 0.08139 0.198 0.019 -0.062 0.256
O -2.26202 0.22389 0.55709 -0.151 -0.048 -0.091 -0.690
C -0.51441 -1.05387 -0.72273 -0.080 -0.041 -0.199 -0.451
C 0.13370 -0.77858 0.60718 0.060 -0.120 0.256 -0.288
H 2.66810 -0.50552 -0.46008 -0.064 0.106 -0.048 0.469
H 1.67541 0.64425 1.31883 -0.124 -0.023 -0.129 0.171
H -0.22765 2.00149 0.83296 0.036 -0.063 -0.149 0.219
H 0.10369 1.85735 -0.92450 -0.053 -0.132 0.102 0.210
H -2.86000 -0.03039 -0.15463 0.012 0.101 0.125 0.476
H -1.21424 -1.88638 -0.72315 0.100 0.129 0.035 0.223
H 0.07352 -0.93706 -1.63004 -0.136 0.017 0.113 0.228
H 0.07477 -1.45559 1.45319 0.117 0.005 -0.193 0.224
```
Forces are in eV/Å.

SMILES: O[C@H]1C[C@@]2(O)C[C@@H]12
2S+1: 1
HOMO level: -9.37 eV
LUMO energy: 0.88 eV